(1)
23
Properties=species:S:1:pos:R:3:forces:R:3 method="wB97M-V/def2-TZVPD" e_above_lowest_kj_mol=200.5 total_charge=+1 homo_energy_ev=-13.23 e_lumo_ev=-3.67 gap_ev=9.6 fmax_ev_per_a=2.62 multiplicity=1
C 1.383559 -0.590643 0.943557 0.2 0.3 -0.6
C 1.478399 -0.014652 -0.252825 0.0 -0.2 0.4
C -0.956653 -0.047033 1.151898 0.3 -0.6 0.7
C -1.564059 -0.505710 -1.909141 0.7 0.1 -0.1
C 0.113180 -0.667017 1.648392 -0.5 0.4 -0.3
C 0.301758 0.558745 -0.958722 -0.2 -1.3 -2.2
C 0.066587 -1.431811 2.923104 -0.1 0.0 0.0
C 0.578873 1.883363 -1.645512 -0.1 0.0 0.2
N -2.051491 0.111806 -0.903431 -1.7 0.3 0.2
N -0.241736 -0.464890 -2.055205 1.0 1.5 1.9
N -0.950870 0.651670 -0.131288 0.5 0.0 0.1
H 2.248235 -1.009494 1.431695 0.2 0.0 0.0
H 2.412998 0.059829 -0.782990 0.2 0.0 -0.1
H -1.930645 -0.054178 1.611129 -0.1 0.1 -0.1
H -2.210462 -1.027711 -2.591777 -0.2 -0.1 -0.1
H 0.812314 -1.048901 3.618169 0.0 0.0 0.1
H 0.308053 -2.475870 2.728201 0.0 -0.1 0.0
H -0.915831 -1.375065 3.379609 0.0 0.0 0.1
H -0.316316 2.259627 -2.137994 -0.1 0.0 0.0
H 1.353265 1.761814 -2.397826 0.1 -0.1 0.0
H 0.923207 2.620333 -0.921944 0.1 0.1 0.1
H 0.329720 -0.834748 -2.792965 -0.1 0.0 -0.1
H -1.172084 1.640536 0.045867 0.0 -0.2 -0.2

(2)
9
Properties=species:S:1:pos:R:3:forces:R:3 method="wB97M-V/def2-TZVPD" e_above_lowest_kj_mol=172.2 homo_energy_ev="-7.31 / -9.76" e_lumo_ev="-0.08 / -0.25" gap_ev="7.2 / 9.5" fmax_ev_per_a=6.10 multiplicity=2
Cl -0.997812 -0.532093 2.292561 -5.1 -0.2 2.1
Cl 0.949835 -0.499935 1.556614 5.3 0.2 -3.0
C -0.334392 0.640524 -0.587640 -2.5 0.5 0.6
C 0.629700 -0.494224 -0.478438 0.1 -0.1 3.2
H -1.349901 0.205438 -0.348263 1.0 0.6 -0.1
H -0.189585 1.432251 0.207208 0.2 -0.8 -1.1
H -0.538563 1.124700 -1.556933 0.9 -0.3 0.1
H 1.666579 -0.399783 -0.806932 -0.5 -0.3 -0.3
H 0.164136 -1.476882 -0.278178 0.5 0.3 -1.6

(3)
85
Properties=species:S:1:pos:R:3:forces:R:3 method="wB97M-V/def2-TZVPD" e_above_lowest_kj_mol=0.0 homo_energy_ev=-7.32 e_lumo_ev=0.19 gap_ev=7.5 fmax_ev_per_a=1.41 multiplicity=1
C 3.177691 0.670068 -0.281796 -0.2 0.1 -0.1
C 3.342308 -0.812013 -0.113720 0.7 -0.4 0.4
N 4.246144 -1.213687 0.705227 -0.4 0.1 -0.3
C 2.493447 -1.784835 -0.900935 -0.2 0.2 -0.2
P 0.768928 -2.096932 -0.147606 0.7 0.4 -0.4
O 1.504277 -3.031407 1.045181 0.1 -0.1 -0.1
C 0.120947 -0.800175 1.126924 -0.5 -0.7 0.2
Cl -0.084047 -1.558855 2.753650 0.1 0.1 0.0
C -1.207714 -0.102481 0.818624 0.1 0.9 1.1
C -1.617063 0.852290 1.973856 -0.2 0.4 -0.5
Cl -2.506698 -1.299235 0.614406 0.0 -0.1 -0.3
P -0.336526 -1.066490 -1.915786 -1.0 0.1 -0.1
N 0.615029 0.338038 -2.132416 -0.1 -0.2 -0.2
O 0.132000 -2.021042 -3.185013 0.2 0.1 -0.1
C -0.108581 -3.757298 -0.650906 0.3 0.0 0.5
F -0.293541 -4.597846 0.366072 -0.2 -0.2 0.2
F 0.691422 -4.378802 -1.532977 0.2 -0.1 -0.2
F -1.293085 -3.591398 -1.231291 -0.3 0.2 -0.3
H 2.273124 1.010945 0.230844 0.1 0.0 0.0
H 4.042277 1.183791 0.136021 0.0 -0.1 0.1
H 3.043977 0.947691 -1.325796 0.1 -0.1 0.0
H 4.298408 -2.234732 0.710089 0.1 0.0 0.0
H 2.421699 -1.477229 -1.945711 -0.1 0.2 0.2
H 2.973669 -2.764989 -0.885348 -0.1 0.0 0.0
H 2.303238 -2.602459 1.378208 -0.1 0.0 0.2
H 0.907279 -0.059248 1.281179 0.0 0.0 -0.3
H -1.147167 0.551731 -0.051679 0.1 -0.6 -0.3
H -2.390875 0.417592 2.603576 0.3 -0.1 0.1
H -2.054960 1.754192 1.531813 0.0 -0.1 0.0
H -0.752625 1.171238 2.557075 0.0 -0.1 0.1
H 0.017260 1.128108 -2.340459 0.1 0.0 -0.1
H 1.310237 0.238163 -2.874289 0.1 0.3 0.5
H 0.946864 -1.722241 -3.609489 0.0 -0.2 0.0
C -8.565524 -0.600390 0.476968 0.0 0.0 -0.1
C -7.477978 0.245398 1.110031 -0.1 -0.2 -0.1
C -6.319219 0.626523 0.214747 0.0 0.1 -0.1
O -5.255147 0.807084 1.156726 -0.1 0.0 0.0
C -5.521976 0.014163 2.224963 0.1 -0.1 0.1
O -4.759455 -0.217591 3.105253 0.0 0.1 0.0
O -6.780217 -0.478215 2.144910 0.0 0.1 0.0
H -8.835870 -1.422537 1.136677 0.0 0.0 0.1
H -9.457215 -0.003867 0.291182 0.0 0.0 0.0
H -8.245672 -1.020579 -0.477148 0.1 -0.1 0.1
H -7.906613 1.136021 1.576638 0.0 0.0 0.0
H -6.482931 1.542587 -0.347466 0.1 0.1 0.1
H -6.039849 -0.178742 -0.468794 -0.1 0.0 0.0
C 3.416940 5.256576 -4.123658 0.1 -0.1 -0.3
C 3.739689 3.860320 -4.611843 -0.1 0.2 0.0
C 2.916956 3.334658 -5.767203 0.0 0.0 -0.1
O 2.966488 1.910713 -5.550493 0.0 0.1 0.0
C 3.137446 1.716287 -4.231278 0.0 -0.1 0.1
O 3.037346 0.656423 -3.681368 0.1 -0.1 -0.3
O 3.425485 2.862927 -3.603049 0.1 0.0 0.0
H 3.355846 5.270858 -3.044363 0.0 0.0 0.0
H 4.194224 5.953987 -4.433748 0.0 0.0 0.0
H 2.469908 5.619784 -4.521456 -0.1 -0.1 0.1
H 4.805453 3.760189 -4.829528 0.0 -0.1 0.0
H 3.318074 3.580825 -6.746118 0.1 -0.2 0.0
H 1.873856 3.650864 -5.706129 0.0 0.1 0.0
C -2.084974 -6.336325 2.238367 0.1 0.0 0.0
C -1.848359 -7.370298 3.319852 -0.1 0.1 -0.2
C -0.599353 -8.210766 3.174740 0.1 0.0 0.1
O -0.959955 -9.411020 3.870605 0.0 0.0 0.0
C -2.308453 -9.538253 3.794625 0.0 0.0 0.0
O -2.913330 -10.510110 4.111087 0.0 0.0 0.0
O -2.859733 -8.403860 3.305455 0.0 0.0 0.1
H -3.119947 -6.364295 1.902158 0.0 0.0 0.1
H -1.874781 -5.335426 2.611811 0.0 0.0 0.0
H -1.442859 -6.500531 1.374711 -0.1 -0.1 0.0
H -1.882130 -6.907257 4.309115 0.0 0.0 0.0
H 0.285355 -7.766514 3.623188 0.0 -0.1 0.1
H -0.395261 -8.463536 2.131805 0.0 0.1 0.0
C 3.043132 7.075971 2.712996 0.1 0.1 0.0
C 3.143266 6.273755 1.431002 0.0 0.1 0.2
C 4.390049 6.488826 0.600766 0.1 -0.1 0.0
O 3.929066 6.167272 -0.719526 0.0 0.0 0.0
C 2.599045 6.422464 -0.761009 -0.2 0.0 0.1
O 1.945191 6.427350 -1.755362 0.0 0.1 0.2
O 2.126501 6.664416 0.478804 0.0 -0.1 0.0
H 2.052538 7.516678 2.806097 0.0 -0.1 0.0
H 3.215985 6.438632 3.578252 0.0 0.0 0.0
H 3.778398 7.880681 2.744560 -0.1 0.1 -0.1
H 2.998533 5.209556 1.630961 0.0 0.0 -0.1
H 5.221595 5.845783 0.876038 0.0 -0.1 -0.1
H 4.713089 7.532086 0.606924 0.0 0.0 0.1

| no. | total energy (eV) |
| --- | --- |
| 1 | -12952.73252 |
| 2 | -27196.50189 |
| 3 | -107904.53415 |